DFT (wB97M-V/def2-TZVPD) results for 6 unconnected molecules or ions with the total composition C15H45N4O9S at a distorted geometry.

Each line ends with the Löwdin charge.
CARTESIAN COORDINATES (ANGSTROEM)
1 N 0.60891 -1.46599 0.60906  0.290
2 H 0.86817 -1.23679 1.55793  0.007
3 H -0.38912 -1.31105 0.60276  0.047
4 H 0.80491 -2.41347 0.31928  0.048
5 H 1.14255 -0.80708 0.06028  0.094
6 N 0.13107 -4.90638 2.63108  0.300
7 H -0.80590 -5.23716 2.81214  0.138
8 H 0.29968 -3.97283 2.97773  -0.010
9 H 0.29154 -4.82216 1.63747  0.070
10 H 0.77954 -5.53480 3.08349  0.143
11 S 1.82639 -1.91971 3.69141  0.274
12 O 2.48807 -1.65440 4.96907  -0.150
13 O 1.32871 -0.78625 2.96641  -0.297
14 O 2.96455 -2.56617 2.99394  -0.120
15 O 0.73649 -2.83911 3.75749  -0.313
16 C 2.62898 -3.97642 -1.96134  -0.084
17 C 1.21367 -4.33964 -1.42601  -0.613
18 C 1.04882 -5.82715 -1.93900  -0.097
19 O 0.89697 -4.07955 -0.11259  -0.316
20 H 3.44503 -4.49538 -1.45852  0.073
21 H 2.72534 -2.89193 -1.90928  0.037
22 H 2.76481 -4.06304 -3.03937  0.066
23 H 0.52324 -3.83473 -2.10163  0.102
24 H 0.12624 -6.29621 -1.59707  0.051
25 H 1.83040 -6.36898 -1.40641  0.055
26 H 1.19126 -6.03615 -2.99925  0.062
27 C -1.69985 7.81020 -1.61555  -0.100
28 O -1.46768 6.46959 -1.21389  -0.191
29 C -0.20796 5.94277 -1.44606  -0.228
30 C -0.20072 4.39370 -1.20483  -0.183
31 N 1.13379 3.84807 -1.00598  -0.060
32 C 1.11172 2.41886 -0.95351  -0.237
33 C 2.50341 1.85032 -1.10568  -0.191
34 O 2.43109 0.41373 -0.90350  -0.231
35 C 3.75098 -0.11755 -0.84046  -0.096
36 H -1.01701 8.02924 -2.43644  0.078
37 H -1.45526 8.57391 -0.87730  0.081
38 H -2.71664 8.06920 -1.91078  0.086
39 H 0.45412 6.48014 -0.76710  0.124
40 H 0.08360 6.19830 -2.46478  0.114
41 H -0.76564 3.93197 -2.01462  0.113
42 H -0.76382 4.17234 -0.29818  0.104
43 H 1.73347 4.21635 -1.73045  0.114
44 H 0.63629 1.92257 -1.79953  0.102
45 H 0.63929 2.07525 -0.03327  0.122
46 H 3.15278 2.21842 -0.31138  0.128
47 H 2.86906 2.04066 -2.11473  0.129
48 H 3.68505 -1.20045 -0.73515  0.076
49 H 4.32136 0.21889 0.02532  0.091
50 H 4.28499 0.15624 -1.75039  0.090
51 C -1.87071 0.75009 -2.31585  -0.076
52 O -1.79698 -0.70131 -2.11270  -0.192
53 C -2.81103 -1.25188 -1.29841  -0.202
54 C -2.82342 -0.71593 0.17231  -0.157
55 N -2.00413 -1.54732 1.07856  -0.087
56 C -1.97270 -1.11394 2.46762  -0.186
57 C -1.58423 0.34647 2.75356  -0.155
58 O -2.68614 1.25080 2.36207  -0.216
59 C -2.33187 2.61735 2.18162  -0.100
60 H -1.71322 1.27926 -1.37602  0.059
61 H -2.83031 1.07987 -2.71400  0.086
62 H -1.17514 1.02712 -3.10802  0.085
63 H -3.74258 -1.02883 -1.81856  0.112
64 H -2.78502 -2.34098 -1.33433  0.122
65 H -2.57060 0.34315 0.22261  0.098
66 H -3.87683 -0.86733 0.40788  0.118
67 H -2.38604 -2.47345 0.94999  0.122
68 H -2.94480 -1.30030 2.92412  0.118
69 H -1.32081 -1.77269 3.04137  0.096
70 H -1.32495 0.47832 3.80403  0.129
71 H -0.66646 0.51999 2.19170  0.097
72 H -1.85738 3.07829 3.04793  0.089
73 H -3.20917 3.22286 1.95401  0.089
74 H -1.68226 2.67034 1.30795  0.058

Cartesian forces, eV/Å:
N 0.85 1.57 -0.53
H 0.45 -0.29 0.71
H -1.12 -0.13 -0.58
H 0.36 -2.12 -0.55
H 0.08 0.32 -0.70
N -0.78 -1.95 -0.37
H -0.23 0.07 0.00
H 0.20 1.32 1.05
H 0.59 -0.26 -1.97
H 0.34 -0.11 -0.15
S 0.50 0.70 -0.13
O 0.06 0.13 0.14
O 0.66 2.08 0.51
O 1.13 -0.28 -0.28
O -1.66 -1.33 1.47
C -0.38 1.31 0.37
C -0.24 -1.34 -1.99
C 0.24 -0.21 1.87
O 0.43 -0.30 0.39
H -0.03 0.11 0.18
H 0.43 0.25 0.75
H -0.40 -0.83 -0.15
H -0.31 0.80 -0.17
H -0.33 0.19 -0.10
H 0.23 -0.40 -0.01
H -0.07 0.54 -0.07
C 1.20 0.30 -0.34
O -2.47 0.10 0.28
C 0.63 -0.21 0.43
C -0.32 1.30 0.41
N -0.50 1.00 -0.22
C 0.76 -0.91 -0.74
C -0.15 -1.17 1.37
O 0.30 0.78 -0.05
C -0.22 -0.38 -0.06
H -0.16 0.13 -0.45
H 0.25 -0.30 0.67
H -0.14 -0.91 -0.07
H 0.71 -0.40 0.12
H 0.31 -0.23 -0.34
H 0.04 -0.20 -0.37
H -0.17 0.23 0.12
H 0.29 -0.29 -0.16
H -0.94 0.22 -0.12
H 0.04 0.01 0.12
H 0.33 0.43 -0.27
H 0.33 0.19 0.01
H -0.13 0.03 -0.28
H -0.12 0.42 0.15
H 0.19 -0.17 -0.08
C -0.47 -1.42 0.06
O 0.77 1.06 -0.39
C 0.08 1.23 0.19
C -0.74 -1.20 -1.08
N -0.22 1.24 -1.14
C -1.14 -0.07 1.07
C -0.76 0.14 -1.12
O 0.72 -0.74 0.72
C 0.24 -0.49 -0.29
H 0.34 0.11 -0.15
H -0.50 -0.34 0.14
H 0.41 -0.27 0.45
H -0.55 0.34 0.41
H 0.68 -0.09 0.09
H -0.06 -0.31 0.11
H -0.31 0.59 0.59
H 0.31 -0.29 0.52
H -0.45 0.27 0.17
H 0.44 0.17 -0.18
H -0.20 -0.04 0.08
H 0.02 0.62 -0.22
H 0.23 -0.20 0.14
H -0.26 -0.42 0.06
H 0.37 0.31 -0.01

Computed properties:
<S²>	0.760
highest occupied orbital energy (alpha / beta)	-7.386 / -7.373	eV
lowest unoccupied orbital energy (alpha / beta)	0.17 / -2.79	eV
2S+1	2

DFT (wB97M-V/def2-TZVPD) results for a molecular structure, C15H46BN8O7P2S3 at a distorted geometry.

Each line ends with the Löwdin charge.
CARTESIAN COORDINATES (ANGSTROEM)
1 N -2.78758 1.09940 -1.03357  0.130
2 B -1.87540 -0.05900 -1.24028  -0.572
3 O -1.59022 -0.50592 -2.56830  0.070
4 S -1.13160 -0.82344 0.31240  0.606
5 O -1.94056 -2.08733 0.53620  -0.403
6 O -1.34557 0.03821 1.53754  -0.402
7 N 0.47347 -1.31638 0.15261  -0.317
8 S 1.44572 -0.08748 -0.47950  0.575
9 O 2.82797 -0.29625 0.09971  -0.416
10 O 1.60098 -0.21068 -1.97654  -0.390
11 C 0.94157 1.60285 0.02589  -0.245
12 C 2.14093 2.58272 -0.38199  -0.267
13 C 1.65805 3.74220 -1.36646  -0.533
14 S 2.81250 3.89764 -2.81480  0.618
15 H -3.69743 0.77328 -0.70722  0.080
16 H -2.86299 1.65187 -1.88708  0.077
17 H -2.15484 -1.27532 -2.73440  0.103
18 H 0.67435 1.68630 1.10963  0.102
19 H 0.05420 1.96902 -0.56623  0.085
20 H 2.57235 3.00837 0.56644  0.113
21 H 2.94139 2.02496 -0.93747  0.068
22 H 0.63500 3.57523 -1.78367  0.059
23 H 1.70318 4.72879 -0.83059  0.068
24 H 3.26046 2.64005 -3.14364  -0.133
25 O -4.26023 5.05563 0.60518  -0.278
26 P -4.68976 4.93515 2.07693  0.771
27 N -3.38887 3.95089 2.58978  -0.338
28 C -3.20337 2.53993 2.28537  -0.121
29 C -2.09170 4.63103 2.64894  -0.124
30 N -6.18860 4.13830 1.75716  -0.338
31 C -6.25591 2.76109 1.29082  -0.137
32 C -7.07103 4.95950 0.92864  -0.159
33 N -5.22935 5.03639 3.78794  -0.347
34 C -4.86244 6.28649 4.44963  -0.164
35 C -5.24053 3.93584 4.71646  -0.133
36 H -2.37056 2.13048 2.86292  0.083
37 H -3.00331 2.36731 1.22444  0.062
38 H -4.05985 1.94002 2.58778  0.060
39 H -1.70840 4.61342 3.67485  0.077
40 H -2.17054 5.67930 2.34754  0.067
41 H -1.35324 4.16528 1.99171  0.080
42 H -5.56401 2.56313 0.46222  0.078
43 H -7.26383 2.50909 0.94908  0.079
44 H -6.05956 2.06333 2.10439  0.058
45 H -6.77871 4.92955 -0.12885  0.077
46 H -7.04350 6.00512 1.25342  0.071
47 H -8.10745 4.62487 1.01673  0.076
48 H -3.80530 6.29531 4.75329  0.070
49 H -5.48198 6.46495 5.33405  0.072
50 H -5.02577 7.13220 3.77365  0.069
51 H -4.24373 3.71469 5.11813  0.084
52 H -5.64579 3.02857 4.26930  0.070
53 H -5.89516 4.17384 5.56106  0.085
54 O 5.16786 -4.58445 -3.99601  -0.291
55 P 4.34239 -4.82040 -2.71985  0.786
56 N 5.51788 -4.25548 -1.60878  -0.343
57 C 6.73618 -4.93814 -1.22692  -0.142
58 C 5.73309 -2.80289 -1.63361  -0.116
59 N 4.21043 -6.53434 -2.91405  -0.339
60 C 5.34170 -7.42892 -2.73357  -0.149
61 C 3.52711 -6.88571 -4.15845  -0.159
62 N 3.19553 -4.98625 -1.35374  -0.341
63 C 2.22757 -3.88834 -1.26082  -0.142
64 C 3.52907 -5.50399 -0.05341  -0.133
65 H 7.21597 -4.41642 -0.39262  0.083
66 H 7.45443 -5.00488 -2.05338  0.081
67 H 6.54169 -5.93870 -0.84413  0.051
68 H 5.48903 -2.37332 -0.65737  0.083
69 H 5.09491 -2.31267 -2.37251  0.075
70 H 6.76614 -2.54416 -1.88270  0.078
71 H 6.24212 -7.08066 -3.25695  0.080
72 H 5.11291 -8.43384 -3.10014  0.076
73 H 5.56492 -7.56715 -1.67527  0.053
74 H 4.19241 -6.79431 -5.02712  0.075
75 H 2.66738 -6.22876 -4.32546  0.074
76 H 3.14396 -7.90831 -4.11480  0.075
77 H 2.67376 -2.98934 -0.81860  0.059
78 H 1.35466 -4.17396 -0.66816  0.078
79 H 1.85910 -3.62492 -2.25781  0.078
80 H 4.05359 -4.76923 0.57035  0.086
81 H 4.13731 -6.40772 -0.11627  0.064
82 H 2.61345 -5.79249 0.47096  0.089

Cartesian forces, eV/Å:
N 1.05 -1.42 -0.51
B -0.78 1.24 -1.94
O -0.43 0.30 2.12
S -0.08 -2.81 4.66
O 1.30 1.93 -1.61
O 0.77 -0.47 -2.89
N -1.46 3.17 -0.98
S 3.78 -3.16 -1.00
O -2.89 0.73 -0.15
O -1.57 1.17 2.63
C 0.10 1.40 -0.72
C -0.43 -0.10 -0.20
C 0.45 -0.78 0.41
S 0.18 0.38 -0.10
H 0.25 0.55 0.31
H -0.42 -0.40 0.13
H 0.36 0.00 -0.13
H 0.35 -0.61 -1.00
H 0.61 -0.87 0.61
H -0.28 -0.38 -1.10
H -0.80 0.32 0.94
H 0.82 0.09 0.56
H -0.10 -0.83 -0.79
H -0.78 0.44 0.73
O -0.16 3.33 1.32
P 0.12 -6.81 -1.04
N 0.63 -0.50 0.59
C -0.22 -0.25 -0.35
C -0.36 0.41 0.37
N -1.34 -0.79 -0.01
C 0.43 -0.22 -0.05
C 0.23 0.33 0.14
N -0.44 4.75 0.06
C 0.10 -0.10 -0.09
C 0.43 -0.63 -0.49
H 0.08 0.24 -0.11
H 0.11 -0.18 0.04
H -0.10 0.10 -0.06
H 0.16 -0.09 -0.03
H 0.02 -0.02 -0.03
H -0.12 -0.02 -0.10
H -0.01 -0.13 -0.02
H 0.00 0.35 -0.01
H 0.21 0.00 -0.04
H 0.00 0.10 0.02
H 0.02 -0.02 -0.02
H 0.08 -0.12 0.10
H 0.01 0.13 0.19
H 0.05 -0.11 0.01
H 0.05 -0.03 0.01
H 0.05 -0.07 -0.07
H 0.10 0.03 -0.16
H -0.06 0.30 -0.16
O -2.95 1.88 -0.26
P 4.78 -3.82 2.34
N 0.94 0.20 0.92
C -0.02 -0.28 -0.20
C -0.64 0.07 0.12
N -0.10 -1.67 0.04
C 0.36 0.28 0.10
C -0.15 0.41 0.02
N -3.43 2.21 -2.37
C 0.06 0.24 0.04
C 1.02 -0.05 -0.12
H -0.12 0.21 -0.14
H 0.18 -0.06 0.02
H -0.08 -0.06 -0.15
H 0.09 0.08 -0.01
H 0.02 0.01 0.05
H -0.01 -0.13 -0.14
H 0.11 -0.11 0.02
H -0.22 0.18 -0.16
H 0.13 0.15 0.02
H -0.08 0.05 -0.03
H 0.04 0.00 0.00
H 0.07 0.00 0.16
H -0.25 0.09 0.08
H 0.12 0.01 0.06
H 0.05 0.04 0.04
H 0.07 0.01 0.00
H 0.10 0.04 -0.14
H -0.18 0.14 -0.30

Computed properties:
net charge	-1
highest occupied orbital energy	-5.308	eV
lowest unoccupied orbital energy	0.76	eV
2S+1	1

DFT (wB97M-V/def2-TZVPD) results for 9 unconnected molecules or ions with the total composition C15H48ClN12O12 at a distorted geometry.

Each line ends with the Löwdin charge.
CARTESIAN COORDINATES (ANGSTROEM)
1 Cl 1.91193 25.23195 -7.05505  0.640
2 O 1.48184 23.86080 -7.15489  -0.341
3 O 2.12158 25.69110 -5.74477  -0.336
4 O 3.13643 25.18822 -7.76184  -0.345
5 O 0.98146 26.15397 -7.71105  -0.344
6 C 2.29424 28.63345 -9.73656  -0.077
7 C 3.04893 28.00721 -10.89359  -0.308
8 O 2.72483 26.62144 -10.90439  -0.083
9 H 2.89504 28.38700 -8.86113  0.066
10 H 1.27872 28.24611 -9.65409  0.049
11 H 2.36079 29.71602 -9.84476  0.077
12 H 4.11922 28.18658 -10.99553  0.104
13 H 2.63102 28.50990 -11.76580  0.103
14 H 2.64361 26.32394 -9.99528  0.037
15 C 4.72712 21.74230 -5.80266  -0.774
16 O 5.14024 20.87926 -5.05069  0.023
17 N 4.94410 23.02733 -5.74312  0.163
18 N 4.01678 21.47580 -6.86575  0.172
19 H 4.41655 23.72892 -6.24270  0.077
20 H 5.60531 23.34593 -5.04930  0.107
21 H 3.57431 22.25689 -7.32859  0.092
22 H 3.71224 20.51495 -6.93004  0.120
23 C -1.67108 28.20706 -5.83907  -0.817
24 O -1.26825 28.56966 -6.92746  0.036
25 N -0.85857 27.51979 -5.10712  0.164
26 N -2.78588 28.47422 -5.26219  0.182
27 H 0.01589 27.41641 -5.60183  0.085
28 H -1.07816 27.06219 -4.23392  0.119
29 H -3.52039 29.07511 -5.60790  0.127
30 H -2.84683 28.11600 -4.31982  0.109
31 C -2.10770 23.63002 -5.37696  -0.832
32 O -1.81994 22.46749 -5.15884  0.032
33 N -3.16232 24.20643 -4.97027  0.168
34 N -1.31051 24.47467 -5.89338  0.204
35 H -3.16951 25.20020 -4.79011  0.105
36 H -3.90567 23.57384 -4.71074  0.125
37 H -1.59737 25.43594 -6.01073  0.093
38 H -0.40736 24.24708 -6.28404  0.070
39 C -1.03359 26.34512 -11.16738  -0.755
40 O -1.53970 26.27759 -12.28030  0.012
41 N -0.26946 25.43578 -10.62162  0.184
42 N -1.03613 27.40310 -10.40260  0.169
43 H -0.43786 24.51879 -11.01004  0.063
44 H 0.26768 25.55118 -9.77410  0.080
45 H -1.62793 28.20027 -10.58800  0.116
46 H -0.35777 27.51365 -9.66252  0.064
47 C 2.12059 28.50971 -3.36144  -0.772
48 O 1.91490 29.51941 -2.72913  0.024
49 N 2.26521 28.49470 -4.63210  0.181
50 N 1.97864 27.24183 -2.86024  0.153
51 H 2.24525 29.33128 -5.19761  0.135
52 H 2.32255 27.60272 -5.10241  0.056
53 H 1.69372 27.26295 -1.89149  0.106
54 H 1.71417 26.57539 -3.57158  0.069
55 C 6.71114 27.41428 -7.83596  -0.075
56 C 6.70780 26.28826 -6.85302  -0.489
57 C 5.86018 26.63293 -5.64137  -0.150
58 O 6.14483 25.65983 -4.56631  -0.187
59 C 5.46814 25.96420 -3.39445  -0.131
60 N 6.31505 25.07373 -7.48708  0.070
61 H 7.46670 27.27609 -8.60935  0.080
62 H 7.05779 28.33303 -7.36284  0.075
63 H 5.79446 27.63066 -8.38455  0.074
64 H 7.76673 26.20418 -6.60862  0.140
65 H 4.86015 26.68396 -6.07201  0.116
66 H 6.21892 27.63763 -5.41782  0.120
67 H 4.43362 26.22644 -3.61604  0.060
68 H 5.93089 26.85143 -2.96228  0.087
69 H 5.41122 25.14596 -2.67658  0.092
70 H 6.17495 24.45032 -6.70489  0.029
71 H 5.37595 25.26558 -7.80546  0.041
72 C -2.04152 23.00783 -9.31864  -0.082
73 C -1.07818 21.88827 -9.24827  -0.410
74 C 0.14220 22.21476 -10.13112  -0.204
75 O -0.13917 22.75158 -11.40189  -0.224
76 C 1.01790 23.01439 -12.21848  -0.076
77 N -0.64410 21.62451 -7.83675  0.067
78 H -2.84761 22.93175 -8.58890  0.078
79 H -2.46854 23.28119 -10.28354  0.085
80 H -1.47821 23.89580 -9.03178  0.064
81 H -1.60125 20.96483 -9.49678  0.128
82 H 0.60801 21.24645 -10.31415  0.118
83 H 0.95667 22.69489 -9.58871  0.117
84 H 1.75819 23.72047 -11.84229  0.085
85 H 0.53763 23.42089 -13.10855  0.096
86 H 1.53696 22.09648 -12.49436  0.083
87 H -0.05598 22.43195 -7.68753  0.009
88 H -1.40756 21.67434 -7.17738  0.035

Cartesian forces, eV/Å:
Cl -0.79 -0.50 -3.35
O -1.54 0.01 1.24
O 0.02 0.27 2.58
O 2.21 1.22 -0.91
O 0.26 -0.83 0.47
C 1.90 0.42 0.36
C -1.64 -0.11 -0.45
O 0.47 0.06 -0.78
H -0.48 -0.04 0.58
H 0.39 0.33 -0.13
H -0.48 0.12 0.16
H 0.22 -0.01 0.74
H -0.14 -0.63 -0.60
H 0.14 -0.06 0.24
C 0.18 -1.54 0.44
O 0.70 -0.29 0.85
N 1.67 3.63 2.00
N -1.93 -1.62 -2.50
H 0.04 -0.32 0.10
H -0.36 0.22 0.03
H -0.34 -0.71 -0.30
H -0.40 0.45 -0.35
C 1.83 1.26 -3.03
O -0.61 0.90 -1.54
N 3.02 -2.63 2.12
N -4.75 0.77 2.35
H 0.21 -0.59 0.59
H 0.41 0.14 -0.24
H 0.46 -0.25 -0.15
H -0.59 0.53 -0.16
C 2.80 -3.36 0.77
O -0.38 -1.80 -0.33
N -6.36 1.63 2.27
N 4.28 3.90 -2.90
H -0.56 -0.47 -0.15
H -0.06 0.65 0.41
H 0.23 -0.28 -0.33
H -0.15 -0.39 0.21
C 0.52 0.46 -1.66
O -0.96 -0.41 -0.14
N 1.24 -3.37 0.03
N -0.93 4.39 1.98
H 0.63 -0.23 0.19
H -0.48 -0.02 -0.07
H 0.31 -0.25 -0.21
H -0.66 -0.20 0.06
C -2.02 -0.10 2.44
O 0.49 1.17 1.43
N 1.17 -0.11 -5.24
N 0.57 0.15 0.66
H 0.00 -0.15 0.40
H 0.22 0.29 -0.33
H -0.23 -0.70 -0.37
H -0.14 -0.58 0.90
C 0.55 1.30 -0.83
C 0.98 0.39 -0.08
C 1.89 -0.46 -0.08
O -0.31 0.48 -2.32
C -0.94 0.97 0.33
N -0.29 -0.51 0.07
H -0.01 -0.50 -0.08
H -0.30 0.23 0.21
H -0.38 -0.18 0.29
H 0.08 -0.20 0.71
H -0.66 -0.33 0.95
H -0.40 0.15 1.01
H -0.23 0.06 0.05
H 0.00 0.05 0.52
H 0.53 -0.18 -0.23
H 0.23 -0.68 -0.37
H -0.39 -0.34 -0.50
C -0.61 1.87 0.43
C -0.52 -0.70 0.65
C 0.78 -2.62 0.15
O 0.30 0.53 0.26
C -1.07 -0.35 -0.49
N 0.98 0.56 -1.86
H -0.13 -0.28 -0.01
H 0.04 -0.48 -0.22
H -0.12 0.31 0.20
H 0.31 -0.15 -0.86
H 0.22 -0.47 -0.08
H -0.32 1.03 0.22
H -0.31 0.18 0.51
H 0.46 0.15 -0.13
H -0.04 -0.28 0.15
H 0.24 -0.01 0.97
H -0.17 0.05 0.04

Computed properties:
net charge	-1
highest occupied orbital energy	-6.711	eV
lowest unoccupied orbital energy	1.86	eV
2S+1	1
energy above the lowest of the compared OMol25 structures with the same formula, charge and spin	346.3	kJ/mol

no.,DFT total energy (a.u.)
1,-1892.64916
2,-3465.80198
3,-2620.36130